i) A 2-piece molecular cluster, C3H8N3 overall, computed with wB97M-V/def2-TZVPD.

Bonds (Å) are listed after each position.
Cartesian coordinates (Å):
1 N 0.45 0.99 0.95  C4 1.273, C6 1.314
2 N -1.26 -1.36 1.15  H8 1.014, H9 0.991, H13 1.023
3 N -0.23 0.61 -1.10  C5 1.440, C6 1.316, H14 0.983
4 C 1.47 0.51 0.34  N1 1.273, C5 1.511, H7 1.156
5 C 1.18 0.33 -1.13  N3 1.440, C4 1.511, H10 1.140, H12 1.083
6 C -0.57 0.90 0.13  N1 1.314, N3 1.316, H11 1.081
7 H 2.53 0.49 0.81  C4 1.156
8 H -1.85 -1.05 1.92  N2 1.014
9 H -1.71 -1.35 0.27  N2 0.991
10 H 1.52 -0.61 -1.69  C5 1.140
11 H -1.53 1.19 0.53  C6 1.081
12 H 1.59 1.23 -1.56  C5 1.083
13 H -0.98 -2.32 1.37  N2 1.023
14 H -0.60 0.45 -2.00  N3 0.983

The value obtained for the highest occupied orbital energy is -14.3 eV. The charge is +1. As for the orbital gap: 8.97 eV.

Atom charges from the Mulliken analysis, given in e for atoms 1 to 6:
1 N -0.285
2 N -0.677
3 N -0.040
4 C 0.041
5 C -0.330
6 C -0.162

ii) A 2-piece molecular cluster, C3H8N3 overall, computed with wB97M-V/def2-TZVPD.

Bonds (Å) are listed after each position.
Cartesian coordinates (Å):
1 N 0.31 0.88 0.86  C4 1.364, C6 1.319, H10 0.996
2 N 1.54 -0.19 -0.57  C5 1.346, C6 1.363, H7 1.019
3 N -2.15 -0.26 -0.49  H9 1.023, H12 1.061, H13 1.254
4 C 0.06 -0.46 0.96  N1 1.364, C5 1.332, H11 1.095
5 C 1.00 -1.10 0.26  N2 1.346, C4 1.332, H14 1.078
6 C 1.12 1.04 -0.16  N1 1.319, N2 1.363, H8 1.035
7 H 2.17 -0.51 -1.31  N2 1.019
8 H 1.31 1.98 -0.55  C6 1.035
9 H -3.10 0.10 -0.55  N3 1.023
10 H 0.13 1.55 1.57  N1 0.996
11 H -0.52 -1.07 1.66  C4 1.095
12 H -2.07 -0.47 -1.52  N3 1.061
13 H -1.23 0.57 -0.63  N3 1.254
14 H 1.43 -2.06 0.48  C5 1.078

The value obtained for the highest occupied orbital energy is -13.9 eV. The charge is +1. As for the orbital gap: 10.07 eV.

Atom charges from the Mulliken analysis, given in e for atoms 1 to 6:
1 N -0.059
2 N 0.002
3 N -0.680
4 C -0.213
5 C -0.168
6 C -0.246

iii) An isolated ion of composition C3H8N3 and charge +1, computed with wB97M-V/def2-TZVPD.

Bonds (Å) are listed after each position.
Cartesian coordinates (Å):
1 N -0.33 -0.69 0.71  N2 1.407, C5 1.404, C6 1.440, H11 1.005
2 N 0.78 -0.93 -0.12  N1 1.407, C4 1.689, C5 1.473
3 N -0.42 1.10 -0.79  C4 1.476, C6 1.458, H14 0.949
4 C 0.61 0.22 -1.35  N2 1.689, N3 1.476, H7 1.080, H8 1.081
5 C 0.93 -0.36 1.23  N1 1.404, N2 1.473, H12 1.047, H13 1.044
6 C -1.22 0.26 0.09  N1 1.440, N3 1.458, H9 1.120, H10 1.065
7 H 1.61 0.63 -1.47  C4 1.080
8 H 0.19 -0.39 -2.13  C4 1.081
9 H -1.84 -0.48 -0.49  C6 1.120
10 H -1.87 0.68 0.82  C6 1.065
11 H -0.86 -1.52 0.93  N1 1.005
12 H 1.22 0.65 1.18  C5 1.047
13 H 1.31 -1.10 1.86  C5 1.044
14 H -0.10 1.93 -0.45  N3 0.949

The value obtained for the highest occupied orbital energy is -14.9 eV. The charge is +1. The SMILES is C1NC[N@@H+]2CN12. As for the orbital gap: 11.69 eV.

Atom charges from the Mulliken analysis, given in e for atoms 1 to 6:
1 N 0.162
2 N -0.423
3 N -0.324
4 C -0.280
5 C -0.143
6 C -0.520

i) has the most favorable energy; the next structure is 0.461 eV above.

i) A 4-piece molecular cluster, C16H40O8 overall, computed with wB97M-V/def2-TZVPD.

Bonds (Å) are listed after each position.
Cartesian coordinates (Å):
1 O 1.28 -4.39 0.52  C13 1.424, C22 1.408
2 O 1.99 -0.08 -1.65  C10 1.406, C16 1.419
3 O -1.53 -3.29 1.32  C21 1.400, C24 1.421
4 O 0.11 -0.43 0.37  C9 1.404, C15 1.410
5 O -6.12 0.56 -2.54  C12 1.423, C20 1.395
6 O 1.98 3.86 1.04  C14 1.401, C23 1.405
7 O -3.52 -1.92 -3.03  C11 1.405, C18 1.401
8 O 4.17 4.60 2.78  C17 1.399, C19 1.413
9 C -0.69 0.57 -0.21  O4 1.404, H46 1.094, H56 1.096, H63 1.099
10 C 2.33 -0.94 -2.71  O2 1.406, H25 1.089, H53 1.091, H57 1.100
11 C -2.54 -2.49 -2.21  O7 1.405, H29 1.093, H32 1.089, H51 1.101
12 C -5.31 -0.38 -3.23  O5 1.423, C18 1.500, H35 1.090, H55 1.100
13 C 0.67 -4.04 -0.72  O1 1.424, H30 1.099, H61 1.082, H62 1.087
14 C 3.22 3.22 1.08  O6 1.401, C17 1.495, H26 1.094, H34 1.107
15 C 1.43 -0.03 0.64  O4 1.410, C16 1.494, H38 1.096, H49 1.098
16 C 2.42 -0.50 -0.37  O2 1.419, C15 1.494, H27 1.097, H47 1.099
17 C 4.37 4.08 1.50  O8 1.399, C14 1.495, H28 1.103, H60 1.106
18 C -4.18 -0.87 -2.37  O7 1.401, C12 1.500, H45 1.106, H50 1.100
19 C 5.16 5.53 3.15  O8 1.413, H33 1.088, H42 1.098, H54 1.098
20 C -5.59 1.85 -2.51  O5 1.395, H39 1.101, H40 1.095, H52 1.091
21 C -2.38 -2.38 1.96  O3 1.400, H43 1.088, H44 1.100, H64 1.100
22 C 0.42 -4.72 1.58  O1 1.408, C24 1.505, H31 1.101, H59 1.097
23 C 1.33 4.03 2.27  O6 1.405, H37 1.102, H41 1.094, H48 1.089
24 C -0.42 -3.61 2.15  O3 1.421, C22 1.505, H36 1.105, H58 1.097
25 H 1.81 -0.57 -3.59  C10 1.089
26 H 3.42 2.78 0.10  C14 1.094
27 H 2.55 -1.59 -0.31  C16 1.097
28 H 4.54 4.89 0.77  C17 1.103
29 H -3.00 -3.08 -1.41  C11 1.093
30 H 0.31 -4.93 -1.25  C13 1.099
31 H -0.22 -5.60 1.37  C22 1.101
32 H -1.87 -3.09 -2.82  C11 1.089
33 H 4.99 5.80 4.19  C19 1.088
34 H 3.16 2.33 1.74  C14 1.107
35 H -5.97 -1.19 -3.52  C12 1.090
36 H -0.82 -3.96 3.12  C24 1.105
37 H 0.41 3.43 2.32  C23 1.102
38 H 1.68 -0.45 1.63  C15 1.096
39 H -5.47 2.27 -3.52  C20 1.101
40 H -4.64 1.90 -1.98  C20 1.095
41 H 1.94 3.69 3.12  C23 1.094
42 H 5.12 6.44 2.53  C19 1.098
43 H -3.19 -2.14 1.27  C21 1.088
44 H -2.80 -2.81 2.88  C21 1.100
45 H -4.62 -1.20 -1.42  C18 1.106
46 H -0.51 1.56 0.22  C9 1.094
47 H 3.42 -0.06 -0.21  C16 1.099
48 H 1.07 5.07 2.42  C23 1.089
49 H 1.52 1.06 0.75  C15 1.098
50 H -3.49 -0.06 -2.11  C18 1.100
51 H -1.89 -1.71 -1.77  C11 1.101
52 H -6.31 2.50 -2.00  C20 1.091
53 H 2.05 -1.97 -2.50  C10 1.091
54 H 6.18 5.12 3.06  C19 1.098
55 H -4.95 0.05 -4.18  C12 1.100
56 H -1.74 0.29 -0.05  C9 1.096
57 H 3.41 -0.92 -2.92  C10 1.100
58 H 0.16 -2.70 2.36  C24 1.097
59 H 1.08 -5.05 2.38  C22 1.097
60 H 5.29 3.46 1.45  C17 1.106
61 H 1.44 -3.50 -1.26  C13 1.082
62 H -0.22 -3.45 -0.55  C13 1.087
63 H -0.59 0.66 -1.30  C9 1.099
64 H -1.85 -1.45 2.21  C21 1.100

The value obtained for the highest occupied orbital energy is -9.6 eV. The charge is 0. The SMILES is COCCOC.COCCOC.COCCOC.COCCOC. As for the orbital gap: 10.38 eV.

Atom charges from the Mulliken analysis, given in e for atoms 1 to 6:
1 O -0.395
2 O -0.307
3 O -0.218
4 O -0.049
5 O -0.365
6 O -0.401

ii) A 8-piece molecular cluster, C16H40O8 overall, computed with wB97M-V/def2-TZVPD.

Bonds (Å) are listed after each position.
Cartesian coordinates (Å):
1 O -1.22 -5.30 -0.55  C12 1.202
2 O 2.71 -0.81 -2.54  C24 1.211
3 O 3.29 -1.03 4.11  C17 1.410, H61 0.957
4 O 0.03 5.37 3.23  C19 1.201
5 O -1.49 3.29 -1.20  C10 1.415, H40 0.956
6 O 0.21 -0.41 -1.15  C22 1.403, H26 0.966
7 O -1.84 0.94 -2.83  C9 1.406, H41 0.966
8 O -1.52 -1.54 3.05  C11 1.202
9 C -1.14 1.25 -4.00  O7 1.406, H42 1.094, H45 1.101, H55 1.086
10 C -2.20 4.15 -2.06  O5 1.415, H31 1.096, H48 1.088, H49 1.092
11 C -2.49 -1.03 2.55  O8 1.202, C13 1.528, C18 1.517
12 C -0.82 -4.17 -0.65  O1 1.202, C16 1.520, C20 1.515
13 C -3.74 -1.86 2.27  C11 1.528, H51 1.091, H58 1.091, H63 1.089
14 C 2.01 4.36 4.09  C19 1.515, H39 1.086, H46 1.091, H54 1.098
15 C 0.27 3.03 2.80  C19 1.522, H28 1.090, H44 1.086, H53 1.095
16 C -1.14 -3.27 -1.83  C12 1.520, H33 1.095, H37 1.088, H60 1.084
17 C 2.14 -0.63 3.41  O3 1.410, H25 1.088, H30 1.092, H64 1.094
18 C -2.60 0.45 2.26  C11 1.517, H27 1.089, H47 1.094, H59 1.086
19 C 0.72 4.39 3.31  O4 1.201, C14 1.515, C15 1.522
20 C -0.05 -3.49 0.47  C12 1.515, H32 1.088, H38 1.097, H43 1.092
21 C 2.49 -1.67 -4.74  C24 1.525, H29 1.087, H50 1.087, H57 1.096
22 C 0.75 0.54 -0.28  O6 1.403, H34 1.093, H52 1.097, H62 1.091
23 C 2.98 -3.20 -2.74  C24 1.512, H35 1.097, H36 1.085, H56 1.088
24 C 2.72 -1.80 -3.24  O2 1.211, C21 1.525, C23 1.512
25 H 1.65 -1.53 3.05  C17 1.088
26 H 0.87 -0.75 -1.77  O6 0.966
27 H -3.08 0.67 1.30  C18 1.089
28 H 1.07 2.39 2.45  C15 1.090
29 H 3.44 -1.55 -5.25  C21 1.087
30 H 1.43 -0.07 4.02  C17 1.092
31 H -1.82 4.04 -3.09  C10 1.096
32 H 0.61 -4.13 1.06  C20 1.088
33 H -1.37 -3.93 -2.67  C16 1.095
34 H 1.56 0.16 0.35  C22 1.093
35 H 2.00 -3.64 -2.95  C23 1.097
36 H 3.28 -3.23 -1.70  C23 1.085
37 H -2.05 -2.69 -1.64  C16 1.088
38 H -0.78 -3.07 1.17  C20 1.097
39 H 2.34 5.31 4.50  C14 1.086
40 H -1.85 2.41 -1.20  O5 0.956
41 H -1.27 0.53 -2.18  O7 0.966
42 H -0.75 0.37 -4.52  C9 1.094
43 H 0.50 -2.60 0.17  C20 1.092
44 H -0.50 3.09 2.03  C15 1.086
45 H -0.23 1.83 -3.77  C9 1.101
46 H 2.05 3.62 4.89  C14 1.091
47 H -3.27 0.83 3.03  C18 1.094
48 H -2.05 5.19 -1.80  C10 1.088
49 H -3.26 3.89 -2.02  C10 1.092
50 H 1.74 -0.91 -4.97  C21 1.087
51 H -4.13 -2.12 3.26  C13 1.091
52 H 1.15 1.45 -0.74  C22 1.097
53 H -0.13 2.58 3.72  C15 1.095
54 H 2.75 4.01 3.36  C14 1.098
55 H -1.74 1.91 -4.62  C9 1.086
56 H 3.73 -3.71 -3.35  C23 1.088
57 H 2.03 -2.60 -5.10  C21 1.096
58 H -3.55 -2.81 1.77  C13 1.091
59 H -1.63 0.94 2.32  C18 1.086
60 H -0.29 -2.67 -2.14  C16 1.084
61 H 3.59 -0.40 4.77  O3 0.957
62 H -0.04 0.94 0.36  C22 1.091
63 H -4.44 -1.33 1.63  C13 1.089
64 H 2.39 -0.01 2.54  C17 1.094

The value obtained for the highest occupied orbital energy is -9.6 eV. The charge is 0. The SMILES is CC(C)=O.CC(C)=O.CC(C)=O.CC(C)=O.CO.CO.CO.CO. As for the orbital gap: 9.99 eV.

Atom charges from the Mulliken analysis, given in e for atoms 1 to 6:
1 O -0.584
2 O -0.661
3 O -0.570
4 O -0.545
5 O -0.349
6 O -0.110

ii) has the most favorable energy; the next structure is 2.842 eV above.